Version w
# C6H17N3

2 unconnected molecules or ions with the total composition C6H17N3 (ωB97M-V/def2-TZVPD, the Open Molecules 2025 dataset).

Atoms and positions in Å:
C: -1.92292 0.35904 0.13495
C: -2.35336 0.70017 1.42452
C: 1.13757 -2.78615 -0.83226
C: 1.60204 2.41306 0.67755
C: -0.01775 -1.80412 -0.27093
C: 1.43041 1.53970 -0.52100
N: -2.59596 0.09872 -0.94204
N: 0.23512 -0.52070 -0.68772
N: 1.36079 0.07466 -0.11119
H: -2.41085 -0.24673 1.96331
H: -1.70686 1.36013 2.00837
H: -3.23850 1.25294 1.57478
H: 2.09274 -2.52065 -0.48576
H: 0.83669 -3.84795 -0.54774
H: 1.19332 -2.71870 -1.93882
H: 1.00627 3.40479 0.46201
H: 1.23394 1.91225 1.65629
H: 2.67102 2.75608 0.78347
H: -0.11627 -1.90420 0.83333
H: -0.87696 -2.19873 -0.95428
H: 2.17401 1.62042 -1.20532
H: 0.42704 1.79842 -1.01038
H: -3.59928 0.13490 -0.83008
H: -2.25787 -0.29407 -1.79646
H: 1.46697 -0.05381 0.97190
H: 2.22866 -0.52946 -0.35649

Values from the calculation:
**HOMO energy (alpha / beta)**: -0.676 / -0.683 Eh
**Charge**: +2
**Kohn-Sham gap (alpha / beta)**: 8.67 / 9.02 eV
**Molar mass**: 131.2 g/mol

***

Version x
# C6H17N3

2 unconnected molecules or ions with the total composition C6H17N3 (ωB97M-V/def2-TZVPD, the Open Molecules 2025 dataset).

Atoms and positions in Å:
C: -0.21910 -0.84362 0.97350
C: -2.00629 -1.49719 -0.52829
C: 0.33647 -1.61350 3.30145
C: -0.53967 1.45074 -1.91219
C: 1.37690 2.37195 -0.57611
C: 1.21859 0.03623 -1.41429
N: -1.38591 -1.33813 0.77779
N: 0.59529 -0.99398 1.95267
N: 0.95451 1.44992 -1.65353
H: -2.16894 -2.65925 -0.72373
H: -3.02317 -1.17491 -0.70334
H: -1.47571 -1.11884 -1.28394
H: 1.11871 -2.44555 3.34244
H: -0.72009 -1.94795 3.22815
H: 0.45045 -0.96582 4.10173
H: -0.80906 0.59298 -2.69260
H: -1.17775 1.41348 -1.04086
H: -0.85112 2.47661 -2.35307
H: 2.03398 1.89872 0.04443
H: 1.84827 3.26374 -0.95387
H: 0.63285 2.73242 -0.03080
H: 2.27831 -0.15371 -1.05963
H: 0.78422 -0.65868 -1.99926
H: -1.95084 -1.44635 1.68990
H: 1.37712 -0.43659 2.20510
H: 1.32197 1.60728 -2.69166

Values from the calculation:
**HOMO energy (alpha / beta)**: -0.652 / -0.648 Eh
**Charge**: +2
**Kohn-Sham gap (alpha / beta)**: 8.39 / 9.04 eV
**Molar mass**: 131.2 g/mol

***

In order of decreasing stability: version x, version w.